(1)
C29H41F5P2Pb | the ωB97M-V functional and the def2-TZVPD basis

```
78
Properties=species:S:1:pos:R:3
Pb -1.031 -0.014 3.254
C 1.773 -0.659 -1.201
C 1.905 0.731 -0.946
C 2.215 -0.385 1.033
C 1.917 -1.341 0.035
C 2.141 0.897 0.444
C 1.679 -1.292 -2.530
H 1.126 -0.668 -3.239
H 1.188 -2.271 -2.471
H 2.683 -1.452 -2.955
C 1.844 -2.793 0.266
H 1.582 -3.309 -0.663
H 1.086 -3.025 1.030
H 2.804 -3.197 0.622
C 2.572 -0.682 2.439
H 3.639 -0.941 2.536
H 1.997 -1.535 2.821
H 2.392 0.179 3.099
C 2.348 2.175 1.140
H 3.417 2.424 1.245
H 1.912 2.146 2.149
H 1.865 2.971 0.563
C 1.895 1.824 -1.930
H 2.793 2.454 -1.828
H 1.023 2.476 -1.789
H 1.874 1.433 -2.953
C -2.269 -0.092 -1.483
C -1.499 0.216 -2.525
C -1.436 1.515 -3.257
C -1.945 2.799 -2.560
C -1.306 3.087 -1.245
C -1.748 2.687 -0.046
C -2.884 1.748 0.225
C -3.346 0.755 -0.881
H -1.990 1.387 -4.200
H -3.041 2.805 -2.476
H -0.386 1.715 -3.529
H -3.933 1.290 -1.650
H -2.129 -1.061 -0.980
H -0.853 -0.565 -2.933
H -4.071 0.075 -0.393
H -2.668 1.145 1.127
H -1.268 3.086 0.868
H -3.754 2.360 0.536
H -1.692 3.647 -3.229
H -0.427 3.745 -1.273
P -5.295 3.107 -1.292
C -6.775 2.107 -1.709
C -5.391 4.334 -2.666
P -4.575 4.898 1.093
C -5.954 4.060 0.141
C -4.591 6.485 0.130
C -5.657 5.527 2.444
H -7.091 1.537 -0.824
H -6.509 1.417 -2.523
H -7.580 2.781 -2.038
H -6.441 4.642 -2.780
H -5.052 3.830 -3.584
H -4.754 5.207 -2.470
H -6.504 6.094 2.032
H -5.049 6.181 3.083
H -6.025 4.680 3.035
H -6.468 3.350 0.815
H -6.687 4.803 -0.234
H -4.009 7.215 0.712
H -5.623 6.856 0.016
H -4.125 6.368 -0.857
F 0.866 -2.988 3.995
C -0.475 -3.229 3.837
C -1.308 -2.237 3.297
C -2.665 -2.571 3.176
F -3.501 -1.620 2.628
C -3.201 -3.773 3.645
F -4.525 -4.046 3.570
C -2.334 -4.710 4.221
F -2.810 -5.883 4.685
C -0.965 -4.449 4.305
F -0.143 -5.370 4.855
```

**Energy above the lowest of the compared OMol25 structures with the same formula, charge and spin**: 0.0000 eV
**E**: -2503.69826 Eh
**Frontier orbital gap**: 0.1056 Ha
**Total charge**: +2
**LUMO energy**: -9.2 eV

(2)
C29H42AsN6O2PdSSi2 | the ωB97M-V functional and the def2-TZVPD basis

```
84
Properties=species:S:1:pos:R:3
Pd 0.217 -0.492 0.128
O -2.309 0.147 -2.947
C -1.500 -0.242 -2.121
N -1.148 0.346 -0.965
C -1.568 1.594 -0.459
C -2.519 2.419 -1.057
C -2.790 3.655 -0.492
C -2.121 4.073 0.652
C -1.194 3.250 1.269
C -0.931 1.997 0.724
N -0.052 1.038 1.282
C 0.744 1.168 2.361
O 0.783 2.094 3.151
C 1.683 -0.011 2.511
C 2.595 -0.036 3.548
C 3.483 -1.096 3.631
C 3.423 -2.098 2.675
C 2.471 -2.011 1.676
N 1.620 -0.990 1.590
C -0.689 -1.493 -2.381
C -0.894 -2.214 -3.541
C -0.076 -3.301 -3.806
C 0.936 -3.613 -2.910
C 1.072 -2.848 -1.767
N 0.268 -1.823 -1.494
H -3.015 2.090 -1.957
H -3.522 4.300 -0.958
H -2.328 5.047 1.076
H -0.682 3.556 2.167
H 2.590 0.789 4.246
H 4.215 -1.138 4.426
H 4.093 -2.946 2.701
H 2.388 -2.779 0.921
H -1.686 -1.893 -4.203
H -0.218 -3.890 -4.702
H 1.606 -4.444 -3.080
H 1.853 -3.059 -1.051
C 1.226 3.094 -4.090
C 0.571 1.821 -3.583
N 1.504 0.690 -3.573
C 2.310 0.357 -2.557
S 2.143 1.069 -1.019
N 3.241 -0.579 -2.814
C 4.267 -1.017 -1.873
C 5.486 -0.110 -1.861
H 0.501 3.908 -4.090
H 1.598 2.974 -5.108
H 2.058 3.378 -3.444
H -0.280 1.532 -4.199
H 0.208 1.954 -2.566
H 1.709 0.285 -4.476
H 3.379 -0.842 -3.779
H 4.541 -2.035 -2.156
H 3.810 -1.050 -0.885
H 5.958 -0.071 -2.844
H 6.224 -0.479 -1.148
H 5.202 0.900 -1.569
C -0.077 -4.823 0.777
Si -0.916 -3.810 2.108
C 0.155 -3.810 3.637
C -2.587 -4.565 2.482
As -1.704 -1.780 1.146
Si -2.812 -0.784 3.049
C -2.854 1.066 3.060
C -2.196 -1.394 4.702
C -4.514 -1.456 2.675
H -0.038 -5.869 1.095
H 0.951 -4.505 0.608
H -0.617 -4.778 -0.170
H 0.342 -4.841 3.947
H -0.317 -3.292 4.469
H 1.121 -3.339 3.457
H -2.426 -5.613 2.753
H -3.258 -4.543 1.622
H -3.084 -4.082 3.322
H -1.885 1.515 3.271
H -3.540 1.367 3.858
H -3.235 1.474 2.124
H -1.150 -1.124 4.861
H -2.300 -2.472 4.824
H -2.784 -0.917 5.491
H -4.898 -1.041 1.742
H -5.186 -1.154 3.484
H -4.551 -2.543 2.603
```

**E**: -4950.06852 Eh
**Frontier orbital gap**: 0.2245 Ha
**Total charge**: +1
**LUMO energy**: -4.0 eV

(3)
C29H42B2BrF4N12O2Y | the ωB97M-V functional and the def2-TZVPD basis

```
93
Properties=species:S:1:pos:R:3
Y -0.240 -0.603 -0.099
N 0.247 0.880 1.754
C -0.591 0.761 2.953
C -2.051 0.963 2.526
N -2.401 0.250 1.282
C -3.189 1.115 0.380
C -2.938 0.871 -1.111
N -1.494 0.865 -1.440
C -3.166 -0.968 1.588
C -2.319 -2.031 2.287
N -1.204 -2.438 1.404
H 1.226 0.977 2.027
H -0.023 1.782 1.326
H -0.351 1.537 3.694
H -0.420 -0.209 3.431
H -2.160 2.033 2.351
H -2.721 0.686 3.348
H -2.923 2.151 0.579
H -4.263 0.998 0.574
H -3.444 1.680 -1.650
H -3.394 -0.066 -1.423
H -1.185 1.869 -1.445
H -1.416 0.579 -2.421
H -3.542 -1.386 0.654
H -4.034 -0.726 2.220
H -2.976 -2.880 2.512
H -1.921 -1.658 3.235
H -1.655 -2.971 0.652
H -0.632 -3.120 1.908
C -0.284 -4.480 -1.798
C 0.278 -3.273 -2.443
C 0.603 -3.130 -3.805
C 1.206 -1.904 -3.904
N 1.256 -1.351 -2.671
N 0.658 -2.186 -1.774
B 2.302 -0.338 -2.188
N 1.761 1.087 -2.030
C 1.991 2.117 -2.872
C 2.020 3.278 -2.131
C 1.786 2.870 -0.803
C 1.901 3.749 0.393
N 1.598 1.556 -0.761
N 2.828 -0.793 -0.794
C 4.111 -0.886 -0.418
C 4.156 -1.269 0.904
C 2.818 -1.391 1.285
C 2.282 -1.830 2.601
N 2.027 -1.088 0.254
N 3.482 -0.342 -3.142
C 4.155 -1.427 -3.594
C 5.266 -0.987 -4.268
C 5.207 0.421 -4.191
C 6.163 1.401 -4.759
N 4.134 0.764 -3.503
H 0.379 -5.322 -1.989
H -1.257 -4.728 -2.216
H -0.382 -4.337 -0.724
H 0.423 -3.837 -4.588
H 1.604 -1.397 -4.764
H 2.088 1.966 -3.928
H 2.192 4.277 -2.478
H 1.433 4.713 0.205
H 2.958 3.924 0.595
H 1.448 3.309 1.273
H 4.920 -0.680 -1.088
H 5.024 -1.428 1.506
H 2.567 -2.867 2.788
H 1.194 -1.751 2.620
H 2.702 -1.230 3.406
H 3.809 -2.420 -3.397
H 6.016 -1.569 -4.762
H 7.006 0.877 -5.202
H 6.526 2.071 -3.981
H 5.680 2.009 -5.523
F -2.974 -3.701 -0.650
B -3.118 -2.773 -1.644
F -2.900 -3.220 -2.889
F -4.248 -2.047 -1.496
F -1.960 -1.790 -1.325
Br -3.474 9.509 0.749
C -2.730 7.787 0.425
C -2.307 7.022 1.504
C -1.777 5.770 1.267
C -1.686 5.298 -0.036
C -2.103 6.069 -1.111
C -2.628 7.327 -0.881
C -1.166 3.881 -0.265
O -1.070 3.520 -1.444
O -0.949 3.216 0.758
H -2.388 7.407 2.510
H -1.432 5.149 2.080
H -2.017 5.675 -2.112
H -2.961 7.943 -1.702
```

**Spin multiplicity**: 2
**Energy above the lowest of the compared OMol25 structures with the same formula, charge and spin**: 2.3107 eV
**E**: -4999.61817 Eh
**Frontier orbital gap (spin up / spin down)**: 0.2632 / 0.1018 Ha
**Total charge**: +1
**Expectation value of S²**: 0.7664
**LUMO energy (spin up / spin down)**: -3.5 / -7.8 eV

(4)
C29H42BrN15O6PTi | the ωB97M-V functional and the def2-TZVPD basis

```
95
Properties=species:S:1:pos:R:3
Ti -0.875 0.339 -0.340
N 0.548 -1.870 4.081
C 0.598 -3.345 4.067
C -0.841 -3.884 4.108
C -1.530 -3.658 2.765
N -1.417 -2.215 2.426
C -0.825 -4.488 1.695
C 0.616 -3.994 1.505
N 0.551 -2.700 0.810
C 1.355 -3.916 2.853
H 0.374 -1.530 5.022
H -0.802 -1.763 3.166
H 1.428 -1.470 3.775
H 1.131 -3.707 4.958
H -1.397 -3.391 4.906
H -0.820 -4.950 4.332
H -2.582 -3.952 2.826
H -2.295 -1.686 2.303
H -0.753 -2.152 1.573
H -1.356 -4.416 0.744
H -0.825 -5.536 1.996
H 1.161 -4.729 0.893
H 0.322 -2.818 -0.177
H 1.435 -2.204 0.836
H 2.289 -3.368 2.715
H 1.621 -4.941 3.116
O 0.226 0.090 0.971
C 0.879 0.718 1.925
C 2.164 0.312 2.312
C 2.836 0.944 3.340
C 2.239 1.988 4.032
C 0.984 2.425 3.660
C 0.296 1.820 2.607
C -0.970 2.326 2.125
N -1.483 2.011 0.942
C -2.643 2.717 0.813
C -2.830 3.481 1.924
N -1.770 3.226 2.744
H 2.635 -0.484 1.756
H 3.833 0.626 3.604
H 2.766 2.472 4.837
H 0.543 3.259 4.183
H -3.272 2.624 -0.056
H -3.610 4.165 2.182
H -1.632 3.630 3.655
N -3.508 -0.655 -1.792
C -2.349 -1.306 -2.138
N -2.134 -2.050 -3.209
N -0.903 -2.506 -3.067
N -0.368 -2.081 -1.987
N -1.259 -1.311 -1.332
C -3.670 -0.387 -0.457
N -4.809 -0.264 0.208
N -4.460 -0.151 1.473
N -3.188 -0.189 1.612
N -2.616 -0.333 0.394
H -4.332 -0.837 -2.348
C 1.902 -2.238 -4.650
C 1.342 -0.836 -4.477
O 1.820 -0.300 -3.240
P 1.144 0.283 -1.945
O 1.715 1.808 -2.147
C 1.757 2.730 -1.076
C 3.027 3.554 -1.216
O 2.184 -0.344 -0.823
C 3.389 -1.042 -1.138
C 4.573 -0.114 -1.342
H 1.619 -2.620 -5.625
H 1.494 -2.896 -3.887
H 2.987 -2.218 -4.581
H 0.253 -0.844 -4.504
H 1.707 -0.166 -5.262
H 1.761 2.194 -0.113
H 0.869 3.380 -1.117
H 3.891 2.897 -1.195
H 3.117 4.278 -0.410
H 3.022 4.080 -2.166
H 3.227 -1.646 -2.034
H 3.575 -1.712 -0.290
H 4.391 0.523 -2.202
H 5.469 -0.702 -1.524
H 4.730 0.507 -0.463
Br -2.901 6.734 -1.974
C -2.687 5.191 -3.055
C -3.125 5.168 -4.376
N -3.014 4.097 -5.134
C -2.456 3.008 -4.640
C -1.969 2.938 -3.337
C -2.094 4.060 -2.524
C -1.374 1.687 -2.784
O -0.800 0.860 -3.479
O -1.530 1.538 -1.516
H -3.579 6.035 -4.832
H -2.401 2.145 -5.288
H -1.735 4.041 -1.504
```

**Energy above the lowest of the compared OMol25 structures with the same formula, charge and spin**: 0.3727 eV
**E**: -6167.89279 Eh
**Frontier orbital gap**: 0.3001 Ha
**Total charge**: +1
**LUMO energy**: -3.2 eV

(5)
C29H42ClF2N5O4S2Si | the ωB97M-V functional and the def2-TZVPD basis

```
86
Properties=species:S:1:pos:R:3
C 2.119 -0.586 3.529
C 1.257 -0.045 2.907
C 0.184 0.613 2.169
C -1.055 -0.346 2.286
N -0.754 -1.785 2.327
C -1.559 -2.596 1.387
C -1.085 -2.296 3.651
C -2.536 -2.379 4.092
O -0.220 -2.669 4.391
O -2.178 -0.042 1.446
S -2.314 1.606 1.389
O -3.708 1.845 1.165
O -1.614 1.959 -0.014
C -0.263 1.498 -0.398
N 0.107 2.688 -1.169
C 1.145 2.869 -1.762
S 2.483 3.111 -2.521
C -0.591 0.371 -1.440
F -1.013 -0.769 -0.835
F -1.692 0.813 -2.125
C 0.421 0.030 -2.533
C 0.318 -1.408 -3.090
Si -1.095 -1.708 -4.316
C -2.805 -1.713 -3.486
C -1.123 -0.394 -5.674
C -0.943 -3.404 -5.142
C -1.352 -3.518 -6.468
C -1.320 -4.734 -7.137
C -0.874 -5.864 -6.469
C -0.449 -5.758 -5.158
C -0.481 -4.547 -4.488
C 0.697 1.196 0.792
C 1.921 0.371 0.296
C 1.737 -1.144 0.114
C 2.858 -1.973 0.779
Cl 3.877 -2.812 -0.451
C 1.428 2.508 1.245
C 0.551 3.742 1.544
C 0.590 4.183 3.017
C 1.972 4.646 3.462
N 2.179 4.490 4.917
C 1.384 5.349 5.727
N 1.803 6.445 6.220
N 0.081 4.937 6.044
H 2.966 -0.750 4.149
H -0.013 1.431 2.856
H -1.442 -0.148 3.297
H -2.631 -2.415 1.424
H -1.178 -2.576 0.373
H -1.440 -3.635 1.702
H -3.186 -1.636 3.633
H -2.545 -2.188 5.160
H -2.911 -3.386 3.932
H 0.212 0.692 -3.370
H 1.461 0.207 -2.282
H 0.383 -2.171 -2.317
H 1.227 -1.530 -3.687
H -3.285 -0.751 -3.635
H -3.390 -2.525 -3.913
H -2.673 -1.946 -2.431
H -0.464 -0.628 -6.506
H -0.960 0.611 -5.290
H -2.144 -0.407 -6.060
H -1.710 -2.655 -7.014
H -1.668 -4.806 -8.158
H -0.868 -6.819 -6.974
H -0.111 -6.639 -4.627
H -0.155 -4.480 -3.458
H 2.757 0.529 0.968
H 2.285 0.787 -0.642
H 1.763 -1.465 -0.921
H 0.810 -1.531 0.524
H 2.423 -2.767 1.373
H 3.509 -1.376 1.404
H 1.988 2.286 2.151
H 2.199 2.764 0.522
H 0.948 4.589 0.982
H -0.494 3.654 1.267
H 0.168 3.434 3.684
H -0.077 5.045 3.081
H 2.139 5.681 3.145
H 2.756 4.049 2.998
H 3.156 4.634 5.130
H 2.749 6.640 5.902
H -0.610 5.467 5.531
H -0.036 3.948 5.878
```

**E**: -3450.63263 Eh
**Frontier orbital gap**: 0.3329 Ha
**Total charge**: 0
**LUMO energy**: -0.2 eV